Entry from the OMol25 dataset: 2 unconnected molecules or ions with the total composition C5H5NO at a distorted geometry (ωB97M-V/def2-TZVPD).

Element x y z (Å)
O (-0.943, -1.488, 2.399)
C (-1.559, -1.662, 1.463)
C (-0.400, 0.674, -0.130)
C (0.905, 1.023, 0.511)
C (0.934, 0.617, -0.926)
C (0.033, -0.509, -0.864)
N (-0.234, -1.642, -1.363)
H (-1.137, -1.961, -1.009)
H (-1.257, 1.321, -0.283)
H (1.321, 0.348, 1.258)
H (1.084, 2.079, 0.722)
H (1.254, 1.201, -1.778)

Results
LUMO energy, eV: 0.960
Orbital gap, eV: 10.518
Molar mass, g mol⁻¹: 95.101
Calculated total energy, eV: -8800.391

Löwdin population analysis, charges in e, atoms 1 to 2:
1 O 0.047
2 C 0.024

Entry from the OMol25 dataset: 2 unconnected molecules or ions with the total composition C2H4NOP at a distorted geometry (ωB97M-V/def2-TZVPD).

Element x y z (Å)
C (-1.543, 0.940, -0.048)
C (2.145, 0.469, -0.252)
N (-1.676, 1.997, 0.342)
O (-1.771, -1.476, 0.747)
P (-1.614, -0.737, -0.702)
H (2.413, -0.053, -1.142)
H (1.910, -0.212, 0.449)
H (1.504, 1.360, -0.164)
H (-1.369, -2.288, 0.770)

Results
LUMO energy (spin up / spin down), eV: -1.619 / -0.154
Orbital gap (spin up / spin down), eV: 7.713 / 8.690
Molar mass, g mol⁻¹: 89.034
Calculated total energy, eV: -14961.402

Löwdin population analysis, charges in e, atoms 1 to 2:
1 C -0.526
2 C 0.089

Entry from the OMol25 dataset: a molecular structure, C57H73IN6O5STi (ωB97M-V/def2-TZVPD).

Element x y z (Å)
Ti (0.479, 0.967, -0.075)
C (-6.335, 0.347, -3.272)
C (-5.316, -0.757, -2.955)
C (-5.868, -1.595, -1.801)
C (-5.166, -1.672, -4.178)
C (-3.964, -0.125, -2.619)
C (-3.348, -0.322, -1.388)
C (-2.111, 0.265, -1.138)
N (-1.316, 0.166, 0.001)
C (-1.751, -0.191, 1.273)
C (-2.707, -1.131, 1.644)
C (-3.021, -1.312, 2.984)
C (-2.364, -0.530, 3.932)
C (-1.357, 0.379, 3.612)
C (-1.029, 0.499, 2.255)
O (-0.010, 1.234, 1.772)
C (-0.591, 1.127, 4.703)
C (0.746, 0.407, 4.925)
C (-1.353, 1.136, 6.034)
C (-0.343, 2.592, 4.316)
C (-4.046, -2.350, 3.440)
C (-4.672, -3.099, 2.263)
C (-5.174, -1.657, 4.217)
C (-3.356, -3.378, 4.349)
C (-1.502, 1.077, -2.106)
O (-0.334, 1.625, -1.709)
C (-2.103, 1.298, -3.349)
C (-3.326, 0.669, -3.570)
C (-1.465, 2.223, -4.383)
C (-1.403, 3.647, -3.811)
C (-2.270, 2.279, -5.682)
C (-0.053, 1.730, -4.734)
H (-7.306, -0.091, -3.513)
H (-6.460, 1.011, -2.415)
H (-6.017, 0.953, -4.121)
H (-6.829, -2.025, -2.089)
H (-5.199, -2.419, -1.544)
H (-6.028, -0.991, -0.906)
H (-6.126, -2.127, -4.433)
H (-4.812, -1.121, -5.050)
H (-4.451, -2.472, -3.974)
H (-3.827, -0.913, -0.629)
H (-3.172, -1.746, 0.893)
H (-2.631, -0.662, 4.970)
H (0.577, -0.597, 5.320)
H (1.295, 0.314, 3.991)
H (1.363, 0.956, 5.643)
H (-1.433, 0.140, 6.472)
H (-0.819, 1.764, 6.749)
H (-2.359, 1.542, 5.914)
H (0.244, 2.686, 3.405)
H (-1.292, 3.110, 4.158)
H (0.183, 3.098, 5.129)
H (-5.193, -2.421, 1.583)
H (-3.922, -3.652, 1.694)
H (-5.401, -3.819, 2.639)
H (-5.680, -0.922, 3.588)
H (-5.912, -2.391, 4.550)
H (-4.796, -1.140, 5.100)
H (-2.546, -3.879, 3.816)
H (-2.931, -2.903, 5.235)
H (-4.071, -4.134, 4.681)
H (-3.814, 0.815, -4.524)
H (-2.410, 4.031, -3.639)
H (-0.869, 3.665, -2.863)
H (-0.899, 4.319, -4.513)
H (-3.278, 2.666, -5.522)
H (-1.766, 2.947, -6.384)
H (-2.347, 1.297, -6.153)
H (0.587, 1.691, -3.855)
H (-0.099, 0.727, -5.164)
H (0.404, 2.394, -5.474)
N (3.194, 1.610, 2.742)
C (3.704, 0.276, 2.436)
C (3.230, -0.253, 1.088)
O (3.772, -1.220, 0.592)
O (2.234, 0.384, 0.556)
H (3.220, 1.757, 3.745)
H (2.210, 1.641, 2.480)
H (3.413, -0.491, 3.167)
H (4.795, 0.282, 2.407)
C (5.522, -7.068, -0.115)
C (4.343, -6.549, -0.927)
N (3.714, -5.381, -0.318)
C (4.310, -4.081, -0.615)
C (3.921, -3.531, -1.979)
C (2.856, -5.608, 0.709)
O (2.610, -6.733, 1.121)
C (2.161, -4.433, 1.340)
C (2.114, -4.344, 2.724)
C (1.386, -3.317, 3.300)
C (0.696, -2.442, 2.470)
N (0.717, -2.529, 1.141)
C (1.450, -3.498, 0.604)
H (5.988, -7.915, -0.619)
H (5.183, -7.394, 0.867)
H (6.282, -6.296, 0.016)
H (3.588, -7.326, -1.027)
H (4.664, -6.258, -1.928)
H (5.397, -4.190, -0.554)
H (4.028, -3.368, 0.153)
H (4.190, -4.211, -2.790)
H (4.428, -2.579, -2.146)
H (2.848, -3.351, -2.034)
H (2.631, -5.080, 3.325)
H (1.327, -3.202, 4.374)
H (0.079, -1.653, 2.890)
H (1.452, -3.554, -0.480)
N (1.150, 2.949, -0.148)
S (2.622, 3.525, 0.011)
C (2.528, 4.946, 1.096)
C (1.718, 6.033, 0.784)
C (1.621, 7.077, 1.685)
C (2.337, 7.036, 2.879)
C (3.148, 5.953, 3.173)
C (3.244, 4.891, 2.280)
C (2.979, 4.385, -1.522)
C (2.191, 4.128, -2.628)
C (2.498, 4.752, -3.831)
C (3.586, 5.607, -3.916)
C (4.379, 5.843, -2.798)
C (4.079, 5.231, -1.592)
H (0.483, 3.612, -0.531)
H (1.178, 6.065, -0.154)
H (0.991, 7.927, 1.459)
H (2.258, 7.857, 3.579)
H (3.703, 5.926, 4.102)
H (3.840, 4.014, 2.497)
H (1.363, 3.435, -2.555)
H (1.885, 4.558, -4.701)
H (3.823, 6.089, -4.855)
H (5.230, 6.507, -2.865)
H (4.686, 5.420, -0.715)
I (3.513, 0.744, -2.391)
C (1.904, -0.591, -2.639)
C (1.873, -1.267, -3.850)
C (0.879, -2.210, -4.040)
C (-0.016, -2.453, -3.015)
C (0.080, -1.704, -1.857)
N (1.010, -0.750, -1.673)
H (2.621, -1.066, -4.602)
H (0.817, -2.756, -4.973)
H (-0.798, -3.194, -3.105)
H (-0.591, -1.858, -1.024)

Results
LUMO energy, eV: 0.169
Orbital gap, eV: 6.989
Molar mass, g mol⁻¹: 1129.086
Calculated total energy, eV: -121529.397

Löwdin population analysis, charges in e, atoms 1 to 2:
1 Ti 1.122
2 C -0.047

Q: Which formula does entry 1 have?
A: C5H5NO

Q: The highest molar mass belongs to which entry?
A: C57H73IN6O5STi